Molecular formula: C28H65BN7O7S
Method: DFT, wB97M-V/def2-TZVPD

Its total charge is -1. As for the total energy: -2438.8655 Eh. The value obtained for the HOMO energy is -5.19 eV.

Cartesian coordinates (Å):
H 5.016445 6.537508 -2.712888
H -7.072607 -4.538609 2.624320
H 1.850540 -4.186416 -7.687105
C 4.690441 5.965550 -0.853349
C 4.976415 -4.032984 -6.594428
H 2.114127 -2.449300 -3.896562
N 5.461441 -2.212011 2.231841
H 4.778770 -3.887356 -7.661480
H 3.265117 -4.408568 5.209832
H 3.456161 -1.708784 2.007377
H 2.909439 4.980852 1.402240
H -1.985507 1.753790 1.424758
C 4.057993 1.045962 -0.492595
N -8.393329 -2.981025 2.257557
H 5.494098 -2.613751 1.299379
H -5.103076 -3.093621 3.259765
H 4.766148 -1.774712 4.749942
C 3.313533 -2.339903 -6.297294
C -7.227811 -3.512242 2.970733
O -8.169553 2.599904 0.729511
H 3.407599 -4.053546 1.794499
H -5.165710 -1.340945 4.596261
B 2.364792 3.050347 0.407245
C -1.968865 3.062501 -0.259343
C 2.951518 2.070191 -0.792003
C -5.939786 -2.747397 2.639237
H 0.688175 -4.626744 -6.430469
H 4.790137 3.881733 -0.670023
H 4.534257 -4.979843 -6.273153
C -6.374005 1.099342 -0.123121
N 5.359470 5.782433 -2.124551
H 2.875473 -3.829845 -4.197509
H 6.013177 -2.843960 2.805760
C 4.487760 2.705516 2.549256
H -9.666498 3.731146 -0.035523
O 4.504086 -2.944380 -5.830380
H -5.736027 0.684229 -2.139837
N 2.021501 -3.322224 -4.411042
H -8.232452 -3.043214 1.256491
H 2.358534 -5.144356 -6.288934
C -8.985967 2.947493 -0.368770
N 4.024825 -0.030082 -2.723562
H 4.771927 1.381707 0.254413
H -1.577717 4.359372 -1.925540
C 4.454244 4.713899 -0.059090
H -7.402459 1.049490 1.746639
C 0.743196 3.076155 0.226024
H -8.400550 3.338152 -1.205216
C 1.718765 -4.322746 -6.611210
C 0.209820 3.798419 -0.854946
H 3.412928 0.649425 -3.166545
H -6.657275 -3.833629 5.042771
H 3.315260 -1.332671 -5.873677
O 2.056182 3.147169 3.210622
C 3.998080 -1.468620 4.034962
H 3.304172 2.732140 -1.595384
H 6.054229 -4.094160 -6.444134
H 6.341405 6.003883 -1.981055
N -5.352745 2.104628 0.174045
C -1.149114 3.800827 -1.104028
H 2.373186 5.254123 -0.210537
H -7.931442 -2.626295 4.831121
H -6.808561 2.068030 -2.026519
O 4.334812 7.052955 -0.507723
H -3.039228 3.029838 -0.387671
H -5.964446 0.126698 0.164686
C 3.528010 -3.671140 2.811528
N -0.058253 2.348782 1.022758
H 2.122602 1.515905 -1.234838
H -9.577001 2.092348 -0.712145
S 2.747184 2.365478 2.185114
H 3.352518 -2.233590 -7.390764
H 2.535562 -3.675529 3.281054
C 4.857478 0.681018 -1.736509
H 4.522801 3.670188 3.045722
C -7.544137 -3.575534 4.461178
C 4.286050 -4.613239 4.872815
C 2.978080 4.578363 0.390227
H 5.111346 2.713261 1.663574
O -6.055220 -1.342088 2.716322
H -8.443658 -1.983363 2.446476
H -5.537823 0.236886 3.880086
C -6.617206 1.070754 -1.629107
H 1.207502 -2.337209 -6.045823
O 4.372984 -4.608225 3.464439
H 3.590327 0.126912 -0.146810
H -5.101162 2.046420 1.157000
H 5.655328 -0.003991 -1.437889
H 5.347755 1.570223 -2.150381
H 4.788739 1.924081 3.240630
H 0.882432 4.352496 -1.495017
H 4.135351 -0.410213 3.825879
C -7.648854 1.283927 0.707963
H -5.677974 -2.959333 1.599185
H -8.428446 0.575753 0.392668
C -5.898958 -0.783021 4.007567
C 2.023901 -3.038090 -5.846398
H 5.102839 4.806578 0.812812
C -1.365221 2.355645 0.769363
O 2.605714 0.915559 2.292941
H 3.019940 -1.584960 4.504488
H 4.575164 -5.607807 5.216101
H 4.962899 -3.884406 5.326110
C 4.080038 -2.243703 2.728866
H -5.780440 3.022007 0.075498
H -7.466573 0.431791 -1.881750
H 4.646633 -0.316240 -3.474580
H -8.306497 -4.331104 4.649252
H -6.847204 -0.743052 4.550303

Cartesian forces (eV/Å) of the 6 atoms listed first:
0.1 0.1 0.0
0.0 0.0 0.0
0.0 0.0 0.0
0.3 -0.7 -0.2
0.1 0.0 0.1
-0.1 0.0 0.1

Löwdin population analysis, charges in e, atoms 1 to 5: atom 1 (H): 0.0713, atom 2 (H): 0.1334, atom 3 (H): 0.0745, atom 4 (C): -0.5100, atom 5 (C): -0.1138

***

Molecular formula: C28H66BClF3N4O13
Method: DFT, wB97M-V/def2-TZVPD

Its total charge is +1. As for the total energy: -3087.9338 Eh. The value obtained for the HOMO energy is -10.55 eV.

Cartesian coordinates (Å):
O -5.303694 0.989402 -4.460269
H 2.437189 -3.488743 0.685465
H 1.737012 -3.082594 -0.893297
O -1.939665 -0.574974 2.787060
C -2.564390 1.969384 -2.139479
C 2.888598 2.453355 -3.630222
C 2.874203 6.010605 3.873887
H 3.061324 -4.907903 -1.955782
C 3.449634 5.921289 -3.219940
H -0.197351 2.934245 2.738073
C 0.815655 3.309304 2.937386
B -4.048723 -0.457273 1.045061
O 3.356690 -6.732023 3.658983
C 3.750037 4.612379 -1.269638
H 3.132312 5.029276 3.466877
F -0.570235 -0.306120 4.508616
H 2.052156 2.451217 -4.327862
O 1.606318 6.450082 3.412445
H -1.236502 -1.521928 1.116590
H -3.928640 0.061218 -1.035412
C 2.147417 -3.898584 -0.287648
H -6.493749 2.173779 -7.364083
H -0.041718 -0.550169 2.038257
H 1.732101 -7.201344 4.784609
C 5.358037 -8.155309 5.845019
C 1.044764 -5.389975 1.172164
O -4.322160 2.674956 -0.566002
C 2.491199 -6.422114 4.734744
H -7.949521 1.260333 -4.178370
C -0.011176 0.938470 0.220206
H -2.556341 3.700769 -0.780667
O 5.652098 -6.808133 5.519082
H 5.174734 -8.203391 6.916768
C -1.421881 -1.139074 3.897358
C 4.496276 -5.881866 3.602584
H 0.695170 -4.625095 1.877480
N -3.364926 0.062908 -0.201398
H 4.350570 2.592775 -1.711154
C -5.295433 1.255716 -5.861399
H -4.049710 2.766964 0.347948
H -5.122561 -2.101402 1.670091
O -4.409526 0.466706 1.942518
H 3.099306 2.749129 -0.466866
H 6.207426 -8.802908 5.604918
C -8.516299 1.207165 -5.112190
H 4.222213 -7.001347 -1.525607
O 4.004226 -5.438796 -0.180386
N -1.294118 0.612366 0.855095
H -5.658505 -0.471554 -3.088186
C -1.046533 -0.599564 1.651183
C 1.478069 6.413530 2.003490
C -2.159175 0.538933 -0.223497
O 1.113589 -4.858644 -0.140719
F -0.775832 -2.278499 3.632015
H -3.497701 -2.393541 1.456342
H -9.080794 2.134700 -5.249173
H 3.195352 6.853399 -2.704618
H 0.331050 -6.211664 1.166927
H -5.098885 0.341602 -6.427045
H -3.649227 5.106349 -2.197885
H 0.973282 7.335271 1.697763
N -4.300604 -1.874594 1.127700
H 4.468728 -8.511148 5.318358
H 1.995200 -5.458751 4.564077
H 0.802245 3.934495 3.831699
H 0.682613 1.510751 0.818971
H 2.840823 5.162575 -1.005444
H 2.014537 -5.770474 1.500566
H 2.534013 5.368277 -3.447628
H -6.799188 2.792156 -5.733444
C 3.741547 -6.778329 -0.567891
H 3.671908 3.104483 -4.022470
C -6.591567 1.887611 -6.312593
H 4.071232 -3.674349 -1.183300
H 5.902179 -7.510736 3.580161
H -4.900030 3.911062 -2.486430
H 3.027558 -6.390991 5.686076
O 2.406921 2.918021 -2.377200
H -0.331607 5.252147 2.061918
C 3.352027 -4.478385 -0.993117
N -1.653643 1.085991 -1.353911
H -1.979135 2.403720 -2.936561
H -3.457239 3.855420 -3.438281
H -4.808117 0.066529 2.718942
H -6.406169 -0.765468 -4.667498
O -7.669504 0.971848 -6.223836
Cl 0.838641 -0.471524 -0.542515
C -3.237481 3.111618 -1.391214
O 4.343690 5.149393 -2.437914
C 3.448038 3.140447 -1.429396
F -2.418935 -1.405194 4.737570
H 2.823688 5.939421 4.958248
C -0.409046 1.798441 -0.967104
H -4.475616 1.955509 -6.052528
H 2.459467 6.388701 1.520721
H -0.456346 2.868813 -0.803395
H 1.476287 2.461171 3.119508
H -4.645929 -0.978634 -4.460351
H -9.218364 0.378027 -5.051113
H -3.330172 1.351902 -2.606591
H 6.597916 -5.925402 3.951838
H 0.471083 5.307295 0.481122
C 5.733963 -6.575620 4.121706
H 0.311141 1.611430 -1.749062
H 3.953419 6.165560 -4.152737
H 2.668736 -6.970442 -0.643903
C -3.829576 4.067612 -2.441633
H 4.161277 -7.430517 0.195466
C 0.641203 5.235211 1.561789
H 4.317106 -4.956484 4.158110
O 1.308659 3.999582 1.800927
C -5.515937 -0.380447 -4.166823
H 4.469257 4.735604 -0.453850
H 3.273446 1.432608 -3.538784
H 3.651162 6.732561 3.605393
H 4.651457 -5.621548 2.549441

Cartesian forces (eV/Å) of the 6 atoms listed first:
0.1 -0.2 0.1
0.1 0.0 0.0
0.1 0.0 0.0
0.1 -0.1 -0.5
-0.2 -0.7 0.0
-0.1 0.0 0.0

Löwdin population analysis, charges in e, atoms 1 to 5: atom 1 (O): -0.2164, atom 2 (H): 0.1251, atom 3 (H): 0.0759, atom 4 (O): 0.0372, atom 5 (C): -0.0753

***

Molecular formula: C28H67F6N5O9Sr
Method: DFT, wB97M-V/def2-TZVPD

Its total charge is 0. As for the total energy: -2687.8039 Eh. For the energy above the lowest of the compared OMol25 structures with the same formula, charge and spin, the calculation gives 107.9 kcal per mole. The value obtained for the HOMO energy is -8.14 eV.

Cartesian coordinates (Å):
H -0.175694 3.453524 2.101537
H 3.688036 -0.501106 -1.553163
C 1.312236 -2.817016 4.433347
H -4.878544 0.730104 -0.261763
H 0.585546 -3.689016 -2.743443
H 4.807656 -1.863056 -1.342613
C 2.260906 1.646534 -2.965653
O 1.250856 0.756884 -2.456373
H -2.189794 4.186444 1.010877
H -4.837714 2.925374 -2.885023
H -5.035844 3.333404 -4.495963
C -2.172674 -0.751256 2.651207
F 3.732666 0.307334 -4.120283
N -1.240084 -0.989896 -1.993833
H -5.906434 1.960484 -3.875533
C 4.267706 -2.617216 1.304757
H 1.575756 5.748584 -3.721593
H 2.721896 -2.479836 -0.142553
H -2.338934 2.469834 -3.066723
H -4.406114 0.839114 -2.490523
H -2.241824 4.087494 -0.815623
C 2.420326 4.078304 -2.581393
F -3.513684 0.490244 4.232207
H 3.242336 -0.000636 1.398967
H -4.992714 -1.409056 1.900337
H 5.651476 -5.607576 1.011187
H 1.978166 6.178934 -2.084213
C -2.283414 0.453884 3.644427
H 1.299266 0.523124 2.993077
H 1.149496 3.797154 0.873337
H -2.236934 -0.849856 -2.076223
H -5.070954 -1.093336 -0.418623
C -1.623664 4.130334 0.081117
O -3.048304 -0.525236 1.564287
O 4.650566 -3.886476 0.747777
H -0.276804 -1.646346 5.159077
H -2.366004 -1.723546 3.104397
H -1.802054 1.650854 0.865357
C 3.463936 -1.775686 0.233807
N -3.876614 0.392104 -3.225303
H 5.202046 -2.175506 1.651167
H -6.211434 -0.175506 0.272867
H -0.813984 -0.282096 -2.574823
C -4.933824 2.452384 -3.862333
H 0.715556 -1.530326 3.248517
H -0.653934 -1.408986 7.829437
H -4.853784 0.236414 2.397527
H -4.569744 -0.279716 -3.522533
O 1.629476 2.941804 -2.877103
C 0.396166 3.101484 1.242957
F 3.829246 2.345034 -4.717013
H 0.231936 -3.741336 0.902657
H -2.109794 1.914234 -0.634703
N 1.607596 -2.000176 3.308617
C -1.084944 -2.278336 -2.557563
H -0.976834 4.992134 -0.083213
C -1.369114 -2.331416 -4.022093
C -4.549134 -0.455866 1.612637
H -0.044434 -4.826266 -0.587953
H 2.294796 -1.183946 1.789907
H 2.815786 -4.300126 4.234057
O -0.960334 -0.908436 1.978257
H 0.583136 -3.573426 4.142937
H 4.924306 -0.345646 -0.362403
H -4.035874 0.970464 -5.161573
H -0.808004 -1.558136 -4.546773
N -1.323364 1.796464 -0.012003
H -1.048444 -3.305946 -4.390293
C 4.259956 -1.075776 -0.824623
H -1.149084 4.303274 -4.021513
H -0.056874 3.129774 -4.907353
C 0.612256 -2.041876 5.650247
C -0.186444 -3.863836 -0.096373
O 0.273896 -2.983646 6.630697
H 0.538586 2.004164 3.688477
C 1.624246 5.356414 -2.705743
H 2.986636 1.791014 -2.165303
F -1.420214 0.330814 4.656607
H -1.722884 -2.559986 7.025867
F -2.108614 1.625974 3.010657
H 4.921516 -5.033986 2.483317
H -0.112464 2.966204 -0.991373
O -2.202134 3.047194 -5.085073
H -1.219904 -3.524296 -0.165323
H -2.443534 -2.251386 -4.187313
H -0.725594 -2.975946 8.456117
H 2.242166 2.033104 3.124427
H 3.299496 4.270814 -3.196293
H 1.607246 -2.726446 2.606737
C 1.250166 1.611574 2.962107
C -3.852544 1.460524 -4.205363
H 1.210786 -1.224986 6.053417
C 0.391616 -2.800016 -2.143313
C -0.939964 3.767464 -4.947403
C 2.990496 1.386194 -4.315703
C -5.123224 -0.214486 0.224017
H 2.707066 4.125864 -1.530863
N 2.721796 -0.757896 0.979817
C 5.463886 -4.707156 1.596117
H 3.651466 -2.673686 2.202067
C -0.573104 2.978534 -0.003563
C -2.442604 2.053384 -4.068683
H 1.273826 -2.238816 -2.451323
H 3.520766 -2.792296 4.740227
Sr 0.370036 -0.218806 -0.139773
H 0.624926 5.192064 -2.302703
H 6.448856 -4.283826 1.792907
C 2.656016 -3.440026 4.884287
H -0.702474 4.539014 -5.679793
H 2.639316 -3.754646 5.927757
F 2.058176 1.188104 -5.287443
O 0.854886 1.737574 1.532337
H -1.604504 1.366524 -4.186663
O 0.588436 -2.835426 -0.746813
H -1.879104 -2.844456 -2.070823
C -0.750384 -2.444956 7.504517

Cartesian forces (eV/Å) of the 6 atoms listed first:
0.2 0.2 0.0
-0.5 -0.3 0.1
1.3 -0.3 3.9
0.6 -0.2 -0.1
-0.2 -1.1 0.8
0.4 0.4 -0.2

Löwdin population analysis, charges in e, atoms 1 to 5: atom 1 (H): 0.1175, atom 2 (H): 0.0570, atom 3 (C): -0.3992, atom 4 (H): 0.0591, atom 5 (H): 0.1182

***

total charge of number 3 (C28H67F6N5O9Sr)?
0

***

Look up the HOMO of the third one.
-8.14 eV